Formula: C20H23N3O3
Source: the OMol25 dataset
Level of theory: the ωB97M-V functional and the def2-TZVPD basis

Calculated values
LUMO   0.78 eV
2S+1   1
Maximum force   0.840 eV Å⁻¹
Total energy   -31726.041 eV
SMILES   CCOC(=O)CN(C)Cc1cn[nH]c1-c1ccc2cc(OC)ccc2c1
Frontier orbital gap   8.49 eV

Last column: Löwdin charge in e.
Cartesian coordinates (Å):
C  -2.69194  3.43746  4.85320  -0.07
C  -2.45091  2.41805  3.75648  -0.22
O  -1.50349  2.96260  2.83295  0.00
C  -1.24940  2.23465  1.74197  -0.48
O  -1.78293  1.18541  1.49991  0.12
C  -0.19967  2.91544  0.88512  -0.09
N  -0.15740  2.34366  -0.44092  -0.24
C  -1.30677  2.72177  -1.23271  -0.08
C  1.09406  2.62114  -1.13559  -0.15
C  2.28068  2.07521  -0.41503  -0.17
C  3.30591  2.81691  0.19539  -0.12
N  4.23691  2.03212  0.70126  0.03
N  3.84366  0.79324  0.42263  0.03
C  2.66443  0.74763  -0.24464  -0.16
C  2.04224  -0.50371  -0.64328  -0.15
C  2.84530  -1.59864  -1.03452  -0.03
C  2.27682  -2.78197  -1.40951  -0.03
C  0.87579  -2.94871  -1.40477  -0.16
C  0.26810  -4.16360  -1.78315  0.02
C  -1.09838  -4.29183  -1.75986  -0.27
O  -1.79271  -5.41277  -2.10403  -0.08
C  -1.07122  -6.54439  -2.52125  -0.09
C  -1.90215  -3.20115  -1.34894  0.01
C  -1.33584  -2.01920  -0.98204  -0.01
C  0.06778  -1.85429  -1.00400  -0.15
C  0.67169  -0.64191  -0.63311  0.05
H  -3.40485  3.04015  5.56978  0.08
H  -1.76033  3.66323  5.36469  0.08
H  -3.08722  4.35701  4.43018  0.08
H  -2.04817  1.48305  4.16151  0.13
H  -3.37490  2.18337  3.21638  0.13
H  0.76610  2.74331  1.37165  0.14
H  -0.39003  4.00360  0.89190  0.14
H  -1.27070  2.19427  -2.18454  0.09
H  -2.21206  2.42352  -0.70817  0.08
H  -1.34797  3.80554  -1.42899  0.09
H  1.23894  3.70582  -1.28843  0.13
H  1.02042  2.14311  -2.11763  0.13
H  3.39373  3.88283  0.27464  0.11
H  4.39206  0.00844  0.73683  0.16
H  3.92057  -1.48570  -1.06133  0.11
H  2.89955  -3.61056  -1.71744  0.11
H  0.90887  -4.97793  -2.08587  0.11
H  -0.48430  -6.33690  -3.42221  0.10
H  -1.81671  -7.30595  -2.74492  0.09
H  -0.40605  -6.91003  -1.73188  0.10
H  -2.97092  -3.34743  -1.33737  0.12
H  -1.94420  -1.18839  -0.65767  0.12
H  0.04759  0.18251  -0.32264  0.10


Formula: C2H25O11
Source: the OMol25 dataset
Level of theory: the ωB97M-V functional and the def2-TZVPD basis

Calculated values
LUMO   2.12 eV
2S+1   1
Maximum force   3.076 eV Å⁻¹
Net charge   -1
Total energy   -25003.230 eV
Frontier orbital gap   6.62 eV

Last column: Löwdin charge in e.
Cartesian coordinates (Å):
C  1.00343  -0.16711  -1.26906  -0.14
C  -0.31793  -0.21870  -0.64028  -0.46
O  -0.47588  -0.81537  0.63728  -0.34
H  1.82495  0.23532  -0.67640  0.05
H  0.95798  0.47831  -2.14625  0.05
H  1.48607  -1.12768  -1.44923  0.07
H  -0.91221  -0.70522  -1.41373  0.09
H  -0.50102  0.85107  -0.53939  0.08
O  -0.70611  -3.34529  2.68557  -0.06
H  -1.39358  -3.14328  3.32023  0.03
H  -0.53738  -2.51411  2.24184  -0.01
O  2.63777  3.04133  -0.47802  -0.04
H  2.43732  3.82661  0.03127  0.04
H  1.78567  2.72792  -0.78121  0.00
O  1.63786  2.68860  -3.56901  -0.05
H  2.23239  2.84968  -2.83633  0.00
H  1.03205  2.02234  -3.24447  0.00
O  -3.04040  -2.85855  -2.23508  -0.05
H  -2.88971  -3.18633  -3.12170  0.03
H  -2.17229  -2.84915  -1.83193  -0.01
O  -0.46693  -3.73428  -0.83956  -0.06
H  0.20975  -4.20724  -0.35515  0.04
H  -0.50176  -2.87273  -0.42394  -0.01
O  -0.81813  3.74038  -0.40225  -0.04
H  -1.56891  3.96286  -0.95276  0.05
H  -0.20579  4.46542  -0.52708  0.04
O  0.14881  0.02120  3.24266  -0.09
H  0.01395  -0.30113  2.35151  -0.05
H  -0.04239  0.95767  3.19064  -0.03
O  -0.57919  2.80403  2.48184  -0.05
H  -0.89046  2.60125  1.59966  0.02
H  -1.30481  3.27671  2.88961  0.04
O  3.77239  -1.49088  1.17427  -0.05
H  3.06608  -1.11150  0.65135  0.01
H  4.56689  -1.07011  0.84570  0.02
O  -3.48263  -1.47480  0.97487  -0.07
H  -2.58288  -1.16111  1.06588  -0.02
H  -3.42306  -2.19623  0.34858  0.01


Formula: C4H11N2O
Source: the OMol25 dataset
Level of theory: the ωB97M-V functional and the def2-TZVPD basis

Calculated values
LUMO   4.23 eV
2S+1   1
Maximum force   3.295 eV Å⁻¹
Net charge   -1
Total energy   -9352.801 eV
SMILES   NC[C@@H](N)CC[O-]
Frontier orbital gap   6.71 eV

Last column: Löwdin charge in e.
Cartesian coordinates (Å):
N  0.79481  0.33039  -1.89028  -0.06
C  0.34554  1.38568  -0.97327  -0.22
C  -0.14730  0.70134  0.41746  -0.38
N  -1.14314  1.62036  1.07204  0.00
C  -0.56848  -0.72767  0.26399  -0.21
C  0.50332  -1.75482  0.71459  -0.55
O  1.33936  -2.17396  -0.25560  -0.37
H  1.24872  -0.46180  -1.42669  0.02
H  0.11391  -0.20692  -2.42724  0.05
H  -0.41190  2.02925  -1.37330  0.07
H  1.34835  1.91561  -0.83447  0.11
H  0.75161  0.75839  1.03261  0.11
H  -1.00657  1.46040  2.06391  0.05
H  -2.02569  1.24425  0.76010  0.04
H  -1.51433  -0.94987  0.80007  0.09
H  -0.76552  -1.17834  -0.70526  0.09
H  1.20012  -1.42637  1.55524  0.08
H  -0.06280  -2.56590  1.20609  0.06


Formula: C20H25O
Source: the OMol25 dataset
Level of theory: the ωB97M-V functional and the def2-TZVPD basis

Calculated values
LUMO   -5.67 eV
2S+1   1
Maximum force   3.818 eV Å⁻¹
Net charge   +1
Total energy   -23183.687 eV
Frontier orbital gap   5.46 eV

Last column: Löwdin charge in e.
Cartesian coordinates (Å):
C  -4.60289  -2.01616  -2.25384  -0.09
C  -3.28693  -1.93520  -1.46239  -0.24
C  -2.05218  -1.74248  -2.37310  -0.13
C  -0.69593  -1.92232  -1.68963  -0.09
C  -0.00189  -3.21458  -1.92879  0.00
C  0.04691  -0.83964  -1.00709  -0.06
H  -5.45987  -2.11897  -1.57242  0.09
H  -4.73428  -1.11329  -2.86706  0.08
H  -4.59946  -2.89931  -2.92248  0.09
H  -3.35270  -1.09046  -0.76930  0.12
H  -3.17899  -2.87699  -0.90401  0.12
H  -2.13271  -2.46991  -3.21293  0.13
H  -2.13572  -0.73652  -2.82548  0.14
H  -0.62027  -3.98391  -2.43369  0.11
H  0.86674  -3.07451  -2.59903  0.13
H  0.42896  -3.60840  -0.97720  0.12
H  0.89727  -0.48364  -1.70715  0.19
H  -0.62735  0.05034  -0.81042  0.15
C  3.82929  5.48394  0.30055  -0.05
O  4.24640  4.16100  -0.05980  -0.08
C  3.40810  3.10161  0.11171  -0.24
C  3.87344  1.81515  -0.29233  0.02
C  3.03848  0.71312  -0.16216  -0.04
C  1.72008  0.83091  0.29198  -0.22
C  0.91949  -0.48557  0.36985  -0.16
C  -0.05774  -0.53989  1.54718  -0.19
C  -0.78457  -1.72113  1.61987  -0.06
C  -1.70170  -1.98056  2.64917  -0.06
C  -1.90110  -1.01747  3.65288  -0.06
C  -1.18714  0.18761  3.58290  -0.05
C  -0.21915  0.39017  2.57994  -0.02
C  1.23473  2.10837  0.54168  -0.05
C  2.04654  3.24419  0.48464  0.01
H  4.67681  6.07747  -0.05052  0.10
H  2.91153  5.76297  -0.20778  0.09
H  3.70360  5.59363  1.37287  0.10
H  4.91915  1.76090  -0.62046  0.13
H  3.45910  -0.25434  -0.41847  0.12
H  1.65644  -1.34727  0.36630  0.15
H  -0.55974  -2.49145  0.91328  0.09
H  -2.23396  -2.93734  2.65956  0.11
H  -2.67408  -1.15854  4.39646  0.11
H  -1.33582  0.96184  4.34168  0.11
H  0.37607  1.27844  2.70711  0.10
H  0.22060  2.31328  0.85672  0.11
H  1.65644  4.22491  0.78122  0.11


Formula: C5H7NO2
Source: the OMol25 dataset
Level of theory: the ωB97M-V functional and the def2-TZVPD basis

Calculated values
LUMO   0.65 eV
2S+1   1
Maximum force   7.572 eV Å⁻¹
Total energy   -10879.999 eV
SMILES   Cc1occ(N)c1O
Frontier orbital gap   8.01 eV

Last column: Löwdin charge in e.
Cartesian coordinates (Å):
C  1.73696  -0.97262  -1.27042  -0.03
C  0.63047  -0.00079  -0.72965  -0.35
O  0.45683  1.21635  -1.08103  0.05
C  -0.71120  1.58391  -0.22538  -0.01
C  -0.94577  0.66563  0.74642  -0.36
N  -1.61180  0.97423  1.86128  0.07
C  -0.16935  -0.48121  0.33951  -0.30
O  -0.37311  -1.70800  0.67553  0.07
H  2.21343  -1.67610  -0.49564  0.10
H  2.61679  -0.15933  -1.36907  0.11
H  1.74614  -1.31280  -2.33911  0.07
H  -1.11964  2.62767  -0.20113  0.13
H  -2.55730  1.34213  1.45970  0.15
H  -1.68312  0.25751  2.70243  0.16
H  -0.22932  -2.35658  -0.07344  0.15


Formula: C3H4N2O
Source: the OMol25 dataset
Level of theory: the ωB97M-V functional and the def2-TZVPD basis

Calculated values
LUMO (spin up / spin down)   -0.93 / -0.92 eV
2S+1   1
Maximum force   10.846 eV Å⁻¹
Total energy   -8198.838 eV
SMILES   [H]/N=C(/C#N)OC
Frontier orbital gap (spin up / spin down)   8.28 / 9.34 eV

Last column: Löwdin charge in e.
Cartesian coordinates (Å):
H  0.46641  1.80244  -0.26007  -0.04
N  -0.51292  1.63519  -0.42606  0.12
C  -0.92427  0.04385  -0.13016  -0.27
C  -2.26800  -0.16008  -0.01407  -0.18
N  -3.39384  -0.40366  0.08970  0.20
O  -0.01201  -0.87741  0.11658  -0.04
C  1.37329  -0.53177  0.13831  -0.03
H  1.56356  0.00532  -0.68718  0.05
H  1.98908  -1.41847  0.18113  0.11
H  1.71869  -0.09541  0.99182  0.07